3 unconnected molecules or ions with the total composition C12H30BIO2. Source: OMol25; level of theory: ωB97M-V with the def2-TZVPD basis set.

Calculated values
E_tot = -25802.630 eV
HOMO = -9.49 eV
SMILES = CCCCCCCCBI.CCO.CCO
Gap between HOMO and LUMO = 9.7 eV
2S+1 = 1

Each line ends with the natural charge from an NBO analysis.
Geometry (Å):
C 1.43101 3.40598 2.97270  -0.617
C -0.07964 3.14390 2.94958  -0.397
C -0.44913 1.66227 2.90734  -0.393
C -0.22230 1.02435 1.53198  -0.413
C 0.05113 -0.47773 1.60363  -0.409
C 1.42790 -0.90184 2.13991  -0.409
C 2.64713 -0.14383 1.61244  -0.374
C 3.10181 -0.60580 0.19793  -0.838
B 2.06574 -0.29507 -0.91555  0.448
I 2.09468 1.58074 -1.91849  -0.053
H 1.67351 4.28854 3.56648  0.212
H 1.96924 2.56198 3.41199  0.200
H 1.84128 3.56724 1.97342  0.206
H -0.51324 3.62424 2.06512  0.196
H -0.55066 3.61619 3.81450  0.201
H 0.13353 1.12369 3.66397  0.188
H -1.49825 1.53583 3.18692  0.206
H -1.11551 1.17024 0.92087  0.214
H 0.58044 1.55637 1.01574  0.192
H -0.71154 -0.89627 2.26699  0.225
H -0.13804 -0.94244 0.63058  0.202
H 1.57786 -1.95718 1.88661  0.201
H 1.41738 -0.86296 3.23249  0.207
H 3.48253 -0.30774 2.29589  0.212
H 2.47111 0.93321 1.60104  0.205
H 4.04938 -0.11062 -0.03048  0.241
H 3.28686 -1.68433 0.24507  0.231
H 1.24069 -1.05447 -1.30545  -0.093
C -2.56018 -0.43455 -1.23122  -0.645
C -2.96343 -1.43764 -0.16919  -0.061
O -3.19038 -0.82773 1.09847  -0.727
H -1.67457 0.11779 -0.91189  0.208
H -2.33662 -0.92027 -2.18159  0.236
H -3.36263 0.28621 -1.40899  0.199
H -2.15728 -2.15175 0.00525  0.173
H -3.84362 -2.00711 -0.48658  0.157
H -3.90546 -0.18883 1.00710  0.462
C 0.19750 -2.27791 -4.52621  -0.636
C -1.18880 -2.01443 -5.08190  -0.060
O -1.72411 -0.77292 -4.63854  -0.723
H 0.18133 -2.25659 -3.43590  0.212
H 0.56667 -3.25181 -4.85123  0.213
H 0.90470 -1.51949 -4.87039  0.202
H -1.89138 -2.77061 -4.73074  0.175
H -1.17854 -2.05944 -6.17621  0.156
H -1.13811 -0.06738 -4.93345  0.464

A molecular structure, C12H30ClCrN2O4P. Source: OMol25; level of theory: ωB97M-V with the def2-TZVPD basis set.

Calculated values
E_tot = -74334.621 eV
HOMO (spin up / spin down) = -9.68 / -9.90 eV
Gap between HOMO and LUMO (spin up / spin down) = 9.0 / 6.7 eV
2S+1 = 5

Each line ends with the natural charge from an NBO analysis.
Geometry (Å):
Cr -17.52537 -15.93914 22.86460  1.484
P -18.53912 -15.51044 24.91734  2.379
O -17.10736 -16.01571 24.74704  -1.002
O -19.01534 -16.57048 23.92776  -0.701
O -18.47510 -14.49343 23.72910  -0.935
O -19.56444 -15.61261 26.06275  -0.979
Cl -18.36123 -16.35464 20.66502  -0.556
C -17.54250 -12.85615 21.27244  -0.621
C -16.22610 -13.67315 21.08870  -0.226
N -15.87909 -14.61894 22.21544  -0.491
C -14.61720 -15.31168 21.78801  -0.223
C -14.57693 -16.02070 20.45784  -0.632
C -15.53320 -13.66465 23.32357  -0.228
C -14.62264 -14.19214 24.46426  -0.648
H -17.50767 -12.13839 22.09202  0.207
H -18.42938 -13.48197 21.37196  0.236
H -17.68192 -12.21430 20.40256  0.224
H -16.36385 -14.16755 20.12709  0.228
H -15.33891 -13.07045 20.89442  0.188
H -13.78547 -14.60735 21.77245  0.194
H -14.33945 -15.96014 22.61894  0.211
H -14.44517 -15.32278 19.63101  0.217
H -13.73119 -16.69882 20.57176  0.223
H -15.44303 -16.65641 20.27387  0.234
H -16.40196 -13.19817 23.78807  0.237
H -14.98866 -12.82546 22.89075  0.195
H -14.32440 -13.28354 24.98734  0.225
H -13.63713 -14.60105 24.24140  0.212
H -15.05373 -14.79038 25.26699  0.236
C -15.86651 -19.44271 20.68920  -0.643
C -15.50594 -19.08217 22.11537  -0.223
N -16.55975 -18.52781 22.95135  -0.463
C -16.06840 -18.72650 24.35439  -0.227
C -14.74570 -18.04882 24.72843  -0.623
C -17.82612 -19.30627 22.83409  -0.243
C -17.73293 -20.83843 23.04164  -0.651
H -15.02021 -19.64474 20.03265  0.223
H -16.55168 -18.79355 20.14399  0.235
H -16.38424 -20.40008 20.63014  0.210
H -15.02014 -19.95939 22.54267  0.183
H -14.70977 -18.33780 22.10422  0.195
H -16.77994 -18.27171 25.04357  0.219
H -15.99890 -19.79285 24.56927  0.190
H -13.94896 -18.68725 24.34672  0.201
H -14.52182 -17.04050 24.38019  0.208
H -14.66801 -17.93447 25.80963  0.229
H -18.24320 -19.11645 21.84509  0.218
H -18.58437 -18.89556 23.50077  0.223
H -18.66887 -21.34605 22.80829  0.233
H -17.76446 -21.06523 24.10732  0.208
H -16.85092 -21.32890 22.62983  0.210

4 unconnected molecules or ions with the total composition C12H30ClF2NO11S4. Source: OMol25; level of theory: ωB97M-V with the def2-TZVPD basis set.

Calculated values
E_tot = -98238.809 eV
HOMO = -10.58 eV
SMILES = C[C@H](F)CN(Cl)S(=O)(=O)F.CCOS(C)(=O)=O.CCOS(C)(=O)=O.CCOS(C)(=O)=O
Gap between HOMO and LUMO = 10.9 eV
2S+1 = 1

Each line ends with the natural charge from an NBO analysis.
Geometry (Å):
C -1.33131 -1.94618 3.35121  -0.647
C -2.46935 -1.05006 2.92304  0.198
F -3.48566 -1.84934 2.38328  -0.374
C -2.04699 -0.08091 1.82246  -0.283
N -2.43241 1.34075 2.05878  -0.644
Cl -2.17599 2.20015 0.56785  0.156
S -1.50776 2.04575 3.28694  2.509
O -0.98048 0.98623 4.07840  -0.905
O -0.71911 3.14042 2.82507  -0.883
F -2.69885 2.61697 4.08741  -0.460
H -0.66447 -1.38120 3.99622  0.230
H -0.76520 -2.25059 2.47342  0.228
H -1.69542 -2.82244 3.87563  0.225
H -2.92307 -0.53215 3.76375  0.177
H -0.98630 -0.17183 1.59841  0.214
H -2.58206 -0.37455 0.92474  0.259
C -0.21940 -3.16113 -3.83649  -0.641
C 0.49516 -1.82778 -3.87428  -0.077
O -0.42373 -0.70522 -3.88751  -0.725
S -1.09623 -0.29807 -2.51176  2.387
C -1.75513 1.24592 -3.03427  -0.887
O -0.06983 -0.08965 -1.53370  -0.947
O -2.17020 -1.19667 -2.22081  -0.939
H -0.73032 -3.31178 -2.88800  0.232
H 0.50500 -3.96389 -3.96486  0.220
H -0.96284 -3.21725 -4.63252  0.214
H 1.18744 -1.71783 -3.03926  0.207
H 1.06448 -1.72090 -4.79506  0.193
H -0.93656 1.91706 -3.27834  0.256
H -2.33574 1.63813 -2.20330  0.251
H -2.39638 1.07484 -3.89430  0.254
C 1.27920 -7.22404 -0.81599  -0.641
C 1.20819 -6.84608 0.64868  -0.078
O 2.17951 -5.83616 1.01495  -0.724
S 1.85903 -4.33911 0.60363  2.391
C 3.06884 -3.55805 1.60974  -0.888
O 0.54649 -4.00974 1.06865  -0.945
O 2.19024 -4.14173 -0.77372  -0.941
H 0.96299 -6.40122 -1.45532  0.227
H 0.62666 -8.07648 -1.00433  0.219
H 2.29898 -7.48940 -1.09368  0.217
H 0.21241 -6.50081 0.92832  0.204
H 1.45251 -7.69730 1.28001  0.196
H 2.82781 -3.74061 2.65285  0.252
H 3.02260 -2.49475 1.38425  0.257
H 4.04567 -3.95868 1.35385  0.254
C -0.63822 5.87774 1.50197  -0.646
C 0.45696 6.90349 1.31568  -0.075
O 1.36519 6.54537 0.24243  -0.726
S 0.87325 6.75424 -1.24642  2.391
C 2.44048 6.58012 -2.02352  -0.887
O 0.39667 8.09529 -1.39461  -0.942
O 0.03368 5.66226 -1.63610  -0.943
H -1.31577 5.87633 0.64790  0.221
H -1.21823 6.10069 2.39752  0.217
H -0.22304 4.87890 1.59031  0.238
H 0.05746 7.90132 1.13060  0.198
H 1.09126 6.96293 2.19730  0.195
H 3.08318 7.39367 -1.70054  0.251
H 2.26711 6.63017 -3.09594  0.252
H 2.85759 5.61488 -1.75057  0.254

A molecular structure, C12H30ClI2N3P3Yb. Source: OMol25; level of theory: ωB97M-V with the def2-TZVPD basis set.

Calculated values
E_tot = -105505.394 eV
HOMO (spin up / spin down) = -13.79 / -12.84 eV
Total charge = +2
Gap between HOMO and LUMO (spin up / spin down) = 6.8 / 3.2 eV
2S+1 = 2

Each line ends with the natural charge from an NBO analysis.
Geometry (Å):
I -0.15821 -0.34178 -1.74759  -0.519
I 0.37438 0.19679 1.50906  0.058
Yb 2.49902 3.88605 -1.45886  1.732
P 3.01976 1.06534 -0.75784  0.735
C 3.20101 -0.75215 -0.57680  -0.912
C 3.99887 1.29736 -2.30941  -0.947
H 4.91902 0.71595 -2.18398  0.272
H 5.23079 0.96096 0.24190  0.251
H 4.26718 2.34812 -2.52990  0.199
H 4.57744 2.63771 0.33001  0.238
H 2.58181 -1.25212 -1.33183  0.269
H 3.42256 0.87159 -3.14196  0.267
C 4.33258 1.56697 0.43387  -0.944
H 4.25496 -1.02707 -0.71022  0.247
H 3.96300 1.36297 1.44574  0.250
H 2.84367 -1.07315 0.40681  0.249
P -0.09606 3.23957 -0.42605  0.770
C -1.80417 2.66201 -0.12143  -0.915
C -0.03676 4.52943 0.88451  -0.939
H 0.41994 4.99805 -2.17031  0.172
H -1.25896 5.00412 -1.55032  0.281
H -0.75758 3.74429 -2.70515  0.281
C -0.42927 4.35430 -1.85824  -0.947
H 0.87751 5.14300 0.81966  0.223
H -0.92568 5.17014 0.77881  0.254
H -2.46943 3.53501 -0.12266  0.247
H -1.86305 2.14255 0.84271  0.257
H -0.06424 4.03035 1.86140  0.267
H -2.09686 1.95447 -0.90549  0.272
Cl 4.50038 5.12728 -1.12955  -0.565
C -3.74819 -3.26332 1.33709  -0.078
N -3.35577 -2.61012 0.07890  -0.438
C -2.53004 -3.52123 -0.74421  -0.085
N -1.38060 -4.06609 -0.01340  -0.441
C -1.81042 -4.68733 1.25386  -0.079
N -2.57235 -3.73838 2.09430  -0.422
C -1.73078 -2.62732 2.57105  -0.550
P -1.10425 -1.69146 1.08839  1.150
C -2.75545 -1.30450 0.31565  -0.529
C -0.29983 -3.12267 0.19703  -0.523
H -4.36276 -4.14156 1.06980  0.234
H -4.31491 -2.54779 1.94689  0.214
H -2.17565 -2.99000 -1.63948  0.226
H -3.17250 -4.37430 -1.01856  0.236
H -0.92073 -5.04469 1.80139  0.217
H -2.47663 -5.53017 0.98820  0.233
H -2.32347 -1.94904 3.20915  0.251
H -0.87515 -3.00795 3.14702  0.252
H -2.68026 -0.73612 -0.62059  0.269
H -3.35860 -0.73115 1.03518  0.244
H 0.47330 -3.54475 0.85667  0.246
H 0.15139 -2.86819 -0.77123  0.271

A molecular structure, C12H30ClLi2N2O4. Source: OMol25; level of theory: ωB97M-V with the def2-TZVPD basis set.

Calculated values
E_tot = -37015.474 eV
HOMO (spin up / spin down) = -13.69 / -13.69 eV
Relative energy (zero: lowest compared OMol25 entry of this formula, charge and spin) = 58.31 kcal/mol
Total charge = +2
Gap between HOMO and LUMO (spin up / spin down) = 7.1 / 4.4 eV
2S+1 = 2

Each line ends with the natural charge from an NBO analysis.
Geometry (Å):
Li 5.38766 -1.85670 0.74466  0.973
Li 3.84565 -4.13603 -1.70650  0.974
Cl 3.39549 -2.00479 -0.62750  -0.940
C 1.78005 1.20634 -1.52369  -0.293
O 1.63743 2.40774 -0.80280  -0.471
C 0.36602 2.99422 -0.82547  -0.073
C -0.81067 2.27621 -0.16360  -0.293
N -0.82442 2.41421 1.26909  -0.156
C 0.20564 1.62633 1.91573  -0.307
C 0.04059 1.64687 3.43442  -0.087
O 0.39028 2.98484 3.95609  -0.560
C -0.40433 3.39630 5.13656  -0.255
H 1.58051 0.25824 -1.02430  0.180
H 2.79182 1.17612 -1.92808  0.218
H 1.22457 1.23206 -2.46118  0.199
H -0.02310 3.18954 -1.82473  0.231
H 0.45303 4.00119 -0.41739  0.215
H -0.63581 1.23128 -0.41975  0.241
H -1.78004 2.63688 -0.50759  0.264
H -0.68520 3.35400 1.61191  0.413
H 1.18201 2.03250 1.65144  0.277
H 0.21256 0.58533 1.59267  0.234
H 0.82435 1.01852 3.85750  0.208
H -0.92276 1.23771 3.73879  0.207
H -0.18841 4.46463 5.12400  0.212
H -0.05883 2.94818 6.06817  0.200
H -1.46441 3.25517 4.92581  0.181
C 0.46472 -4.62234 1.71892  -0.247
O -0.43934 -3.55694 1.84667  -0.536
C -0.16630 -2.40815 0.96233  -0.062
C -0.32900 -2.74930 -0.54558  -0.265
N -1.08718 -1.71900 -1.16775  -0.617
C -1.62087 -2.12923 -2.53506  -0.251
C -1.96877 -0.93292 -3.40206  -0.083
O -0.74762 -0.16771 -3.67473  -0.561
C -1.05104 1.17314 -3.91096  -0.255
H 1.46393 -4.24818 1.94185  0.145
H 0.35509 -5.03764 0.71713  0.158
H 0.26225 -5.38849 2.46734  0.214
H 0.87677 -2.19391 1.19516  0.150
H -0.73993 -1.55995 1.33598  0.192
H -0.89497 -3.67349 -0.66240  0.214
H 0.66559 -2.93833 -0.94951  0.158
H -0.42810 -1.01322 -1.46371  0.344
H -2.44582 -2.83812 -2.60614  0.222
H -0.86751 -2.79241 -2.96018  0.177
H -2.68887 -0.28182 -2.90645  0.181
H -2.50394 -1.22272 -4.30633  0.206
H -1.96627 1.27354 -4.49439  0.190
H -0.29146 1.78261 -4.40053  0.204
H -1.37103 1.66772 -2.99383  0.131

Copy entry 2 word for word.
A molecular structure, C12H30ClCrN2O4P. Source: OMol25; level of theory: ωB97M-V with the def2-TZVPD basis set.

Calculated values
E_tot = -74334.621 eV
HOMO (spin up / spin down) = -9.68 / -9.90 eV
Gap between HOMO and LUMO (spin up / spin down) = 9.0 / 6.7 eV
2S+1 = 5

Each line ends with the natural charge from an NBO analysis.
Geometry (Å):
Cr -17.52537 -15.93914 22.86460  1.484
P -18.53912 -15.51044 24.91734  2.379
O -17.10736 -16.01571 24.74704  -1.002
O -19.01534 -16.57048 23.92776  -0.701
O -18.47510 -14.49343 23.72910  -0.935
O -19.56444 -15.61261 26.06275  -0.979
Cl -18.36123 -16.35464 20.66502  -0.556
C -17.54250 -12.85615 21.27244  -0.621
C -16.22610 -13.67315 21.08870  -0.226
N -15.87909 -14.61894 22.21544  -0.491
C -14.61720 -15.31168 21.78801  -0.223
C -14.57693 -16.02070 20.45784  -0.632
C -15.53320 -13.66465 23.32357  -0.228
C -14.62264 -14.19214 24.46426  -0.648
H -17.50767 -12.13839 22.09202  0.207
H -18.42938 -13.48197 21.37196  0.236
H -17.68192 -12.21430 20.40256  0.224
H -16.36385 -14.16755 20.12709  0.228
H -15.33891 -13.07045 20.89442  0.188
H -13.78547 -14.60735 21.77245  0.194
H -14.33945 -15.96014 22.61894  0.211
H -14.44517 -15.32278 19.63101  0.217
H -13.73119 -16.69882 20.57176  0.223
H -15.44303 -16.65641 20.27387  0.234
H -16.40196 -13.19817 23.78807  0.237
H -14.98866 -12.82546 22.89075  0.195
H -14.32440 -13.28354 24.98734  0.225
H -13.63713 -14.60105 24.24140  0.212
H -15.05373 -14.79038 25.26699  0.236
C -15.86651 -19.44271 20.68920  -0.643
C -15.50594 -19.08217 22.11537  -0.223
N -16.55975 -18.52781 22.95135  -0.463
C -16.06840 -18.72650 24.35439  -0.227
C -14.74570 -18.04882 24.72843  -0.623
C -17.82612 -19.30627 22.83409  -0.243
C -17.73293 -20.83843 23.04164  -0.651
H -15.02021 -19.64474 20.03265  0.223
H -16.55168 -18.79355 20.14399  0.235
H -16.38424 -20.40008 20.63014  0.210
H -15.02014 -19.95939 22.54267  0.183
H -14.70977 -18.33780 22.10422  0.195
H -16.77994 -18.27171 25.04357  0.219
H -15.99890 -19.79285 24.56927  0.190
H -13.94896 -18.68725 24.34672  0.201
H -14.52182 -17.04050 24.38019  0.208
H -14.66801 -17.93447 25.80963  0.229
H -18.24320 -19.11645 21.84509  0.218
H -18.58437 -18.89556 23.50077  0.223
H -18.66887 -21.34605 22.80829  0.233
H -17.76446 -21.06523 24.10732  0.208
H -16.85092 -21.32890 22.62983  0.210